Record 1
ORCA calculation (wB97M-V/def2-TZVPD) on 2 unconnected molecules or ions with the total composition C2H11N3O.

Cartesian coordinates (Å):
1 N -0.3034 1.4104 -1.4894
2 C -0.9831 1.9291 -0.2159
3 N -0.3374 2.1146 1.0962
4 H 0.5793 1.9155 -1.6032
5 H -0.0754 0.4027 -1.3628
6 H -1.4129 2.9674 -0.4849
7 H -1.9326 1.2857 -0.0774
8 H 0.4190 2.6852 1.1190
9 H -0.1109 1.2656 1.4466
10 N 0.5391 -1.6486 -0.7372
11 C 0.3984 -1.5759 0.6186
12 O 0.8800 -2.8773 1.1253
13 H 1.5096 -1.9387 -0.9796
14 H -0.1200 -2.2550 -1.2477
15 H 1.0771 -0.8689 1.1392
16 H -0.5976 -1.2892 1.0503
17 H 0.4709 -3.5226 0.6029

Values from the calculation:
<S²> = 0.762
Kohn-Sham gap (alpha / beta) = 10.5 / 4.4 eV
Total charge = +1
HOMO energy (alpha / beta) = -13.8 / -13.6 eV
2S+1 = 2
Energy relative to the best compared isomer or geometry (same formula, charge and spin) = 31.90 kcal/mol

***

Record 2
ORCA calculation (wB97M-V/def2-TZVPD) on 3 unconnected molecules or ions with the total composition C2H11N3O2.

Cartesian coordinates (Å):
1 C -0.9007 -0.1176 -2.5513
2 N -1.1986 0.1252 -1.1287
3 C -0.2766 -0.4625 -0.2580
4 N -0.8786 -0.9345 0.8823
5 N 0.9484 -0.5691 -0.5481
6 H -0.7572 -1.1891 -2.7023
7 H -1.7329 0.2610 -3.1450
8 H 0.0174 0.3767 -2.8668
9 H -1.3575 1.1065 -0.9786
10 H -1.8746 -1.0628 0.9028
11 H -0.4542 -1.4951 1.6110
12 H 1.4943 -1.0663 0.1473
13 H -2.2527 0.7705 4.0637
14 H -1.6132 0.8339 5.4532
15 O -1.6058 0.3269 4.6215
16 H 3.6835 0.4083 -1.0625
17 H 4.2463 1.8069 -1.2337
18 O 4.5127 0.8810 -1.2068

Values from the calculation:
Kohn-Sham gap = 9.8 eV
Total charge = 0
Structure (SMILES) = [H]/N=C(\N)NC.O.O
HOMO energy = -9.2 eV
2S+1 = 1
Energy relative to the best compared isomer or geometry (same formula, charge and spin) = 19.34 kcal/mol

***

Record 3
ORCA calculation (wB97M-V/def2-TZVPD) on 4 unconnected molecules or ions with the total composition C2H11N3O2.

Cartesian coordinates (Å):
1 C -0.5648 0.8889 1.4211
2 N 0.2816 0.8738 0.1792
3 C 0.8066 -0.1851 -0.5170
4 N 1.7289 0.4463 -1.3484
5 N 0.5546 -1.5122 -0.2267
6 H -0.8205 -0.0635 1.8162
7 H -1.4761 1.5528 1.2567
8 H -0.0670 1.2943 2.3977
9 H 0.9589 1.6567 0.0900
10 H -0.8621 -0.4861 -1.3542
11 H 2.1715 -0.3695 -1.8236
12 H 1.2631 -2.1706 -0.4569
13 H -1.0273 1.9495 -1.2506
14 H 0.0323 1.6439 -2.2238
15 O -0.7946 2.0883 -2.2056
16 H -0.3407 -2.0049 0.9474
17 H -0.9476 -3.2753 1.6090
18 O -0.8968 -2.3276 1.6894

Values from the calculation:
Kohn-Sham gap = 5.7 eV
Total charge = 0
HOMO energy = -9.1 eV
2S+1 = 1
Energy relative to the best compared isomer or geometry (same formula, charge and spin) = 170.56 kcal/mol

***

Record 4
ORCA calculation (wB97M-V/def2-TZVPD) on 3 unconnected molecules or ions with the total composition C2H11N3O2.

Cartesian coordinates (Å):
1 C -1.3949 0.7860 0.6069
2 N -0.5026 0.1830 -0.3641
3 C 0.7398 -0.1692 0.0262
4 N 1.5036 -0.8417 -0.9065
5 N 1.1592 0.0707 1.2205
6 H -1.3182 0.2153 1.5308
7 H -2.4230 0.7681 0.2608
8 H -1.0761 1.7968 0.8703
9 H -0.5403 0.3744 -1.3591
10 H 0.9761 -1.4195 -1.5343
11 H 2.3640 -1.2577 -0.6029
12 H 2.0514 -0.3329 1.4538
13 H -1.0387 1.2553 -3.6390
14 H 0.4736 1.5073 -3.8321
15 O -0.1534 0.8940 -3.4371
16 H 0.1827 -0.8632 2.7091
17 H -0.5288 -1.9442 3.6193
18 O -0.4745 -1.0226 3.3775

Values from the calculation:
Kohn-Sham gap = 9.2 eV
Total charge = 0
Structure (SMILES) = [H]/N=C(\N)NC.O.O
HOMO energy = -8.7 eV
2S+1 = 1
Energy relative to the best compared isomer or geometry (same formula, charge and spin) = 7.74 kcal/mol

***

Record 5
ORCA calculation (wB97M-V/def2-TZVPD) on 3 unconnected molecules or ions with the total composition C2H11NO2.

Cartesian coordinates (Å):
1 C 1.9592 0.1279 0.9768
2 C 0.5390 -0.2322 0.5570
3 N 0.3334 -0.5619 -0.9116
4 H 2.4196 0.9743 0.4892
5 H 1.9545 0.2379 2.0676
6 H 2.5588 -0.7801 0.9664
7 H 0.0957 -0.9526 1.2439
8 H -0.2084 0.5563 0.6327
9 H 1.2222 -0.5848 -1.3943
10 H -0.1559 -1.4465 -0.9287
11 H -2.5413 -1.3645 0.3870
12 H -2.0715 0.0408 -0.1150
13 O -2.5811 -0.4187 0.5431
14 H -1.8621 1.8159 -1.3727
15 H -0.6794 0.8587 -1.3841
16 O -0.9828 1.7295 -1.7574

Values from the calculation:
Kohn-Sham gap = 10.7 eV
Total charge = 0
Structure (SMILES) = CCN.O.O
HOMO energy = -10.0 eV
2S+1 = 1
Energy relative to the best compared isomer or geometry (same formula, charge and spin) = 22.69 kcal/mol

***

Record 6
ORCA calculation (wB97M-V/def2-TZVPD) on 3 unconnected molecules or ions with the total composition C2H11NO2S.

Cartesian coordinates (Å):
1 C -3.4957 -1.6025 -0.1679
2 C -2.2332 -1.8244 -1.0930
3 S -0.7675 -2.2742 -0.0868
4 N -3.4567 -0.1919 0.1451
5 H -3.3660 -2.2157 0.7307
6 H -4.2244 -2.0683 -0.8284
7 H -1.8698 -0.9435 -1.6128
8 H -2.4813 -2.5575 -1.8867
9 H -1.4096 -2.4806 1.0476
10 H -4.1670 0.1257 0.7978
11 H -2.5991 0.0202 0.6405
12 H 6.1091 2.9731 1.1034
13 H 6.9123 1.7511 1.4320
14 O 6.0114 2.0617 1.4401
15 H 3.0313 2.9248 -1.0406
16 H 4.3634 2.8916 -0.1408
17 O 3.6427 3.4103 -0.4802

Values from the calculation:
Kohn-Sham gap = 9.7 eV
Total charge = 0
Structure (SMILES) = NCCS.O.O
HOMO energy = -8.9 eV
2S+1 = 1
Energy relative to the best compared isomer or geometry (same formula, charge and spin) = 25.02 kcal/mol